C41H24BEuF9NPS2 | ωB97M-V/def2-TZVPD

The geometry in XYZ format:
```
80
Properties=species:S:1:pos:R:3
Eu -0.22 -0.04 0.25
S 2.49 0.59 4.36
C 0.88 0.37 4.96
C 0.43 0.37 6.27
C -0.92 0.21 6.49
C -1.81 0.07 5.42
C -1.36 0.07 4.12
C 0.00 0.21 3.88
N 0.61 0.26 2.63
C 1.89 0.47 2.73
C 2.78 0.64 1.57
C 4.12 0.96 1.78
C 4.96 1.16 0.70
C 4.46 1.05 -0.59
C 3.12 0.73 -0.79
C 2.23 0.52 0.28
H 1.12 0.49 7.10
H -1.30 0.21 7.51
H -2.87 -0.04 5.62
H -2.05 -0.06 3.30
H 4.53 1.06 2.78
H 6.00 1.42 0.87
H 5.11 1.22 -1.44
H 2.76 0.66 -1.81
C 1.22 1.21 -6.56
C 0.19 1.76 -5.81
C -0.24 1.14 -4.66
C 0.35 -0.06 -4.24
C 1.38 -0.61 -5.00
C 1.82 0.03 -6.16
P -0.27 -0.82 -2.71
C 0.39 -2.53 -2.80
C -0.33 -3.63 -3.24
C 0.25 -4.89 -3.23
C 1.54 -5.07 -2.78
C 2.26 -3.97 -2.31
C 1.68 -2.71 -2.31
C -2.06 -0.93 -3.05
C -2.54 -1.35 -4.26
C -3.92 -1.41 -4.51
C -4.80 -1.02 -3.54
C -4.34 -0.54 -2.29
C -5.25 -0.08 -1.31
C -4.79 0.45 -0.14
C -3.39 0.52 0.10
C -2.46 0.06 -0.79
C -2.95 -0.48 -2.02
H 1.56 1.71 -7.46
H -0.27 2.69 -6.12
H -1.04 1.58 -4.07
H 1.84 -1.54 -4.70
H 2.62 -0.40 -6.74
H -1.35 -3.52 -3.57
H -0.33 -5.75 -3.57
H 1.99 -6.05 -2.76
H 3.26 -4.10 -1.92
H 2.24 -1.87 -1.90
H -1.84 -1.63 -5.05
H -4.28 -1.76 -5.47
H -5.87 -1.06 -3.72
H -6.32 -0.13 -1.51
H -5.48 0.82 0.61
H -3.07 0.99 1.04
F 3.79 4.84 -2.32
C 2.80 4.39 -1.53
C 2.78 4.72 -0.18
F 3.74 5.49 0.33
C 1.76 4.24 0.63
F 1.80 4.57 1.92
C 0.74 3.42 0.14
S -0.50 2.74 1.17
C 0.81 3.11 -1.22
F -0.10 2.26 -1.73
C 1.81 3.58 -2.05
F 1.86 3.24 -3.35
F -1.23 -2.63 -0.24
B -0.59 -2.78 1.00
F -0.56 -4.03 1.50
F -1.21 -1.82 1.87
F 0.73 -2.22 0.79
```

**Charge**: -1
**HOMO level (spin up / spin down)**: -4.855 / -4.872 eV
**Energy**: -119828.262 eV
**Multiplicity**: 7
**ΔE to the lowest compared entry with this formula, charge and spin**: 0.0 kJ/mol
**HOMO-LUMO gap (spin up / spin down)**: 0.2525 / 0.2667 hartree

Löwdin atomic charges, in units of e: number 1, Eu, carries 1.777; number 2, S, carries 1.118; number 3, C, carries -0.461; number 4, C, carries -0.099; number 5, C, carries -0.101; number 6, C, carries -0.081; number 7, C, carries -0.015; number 8, C, carries -0.300; number 9, N, carries -0.050; number 10, C, carries -0.519; number 11, C, carries -0.277; number 12, C, carries -0.079; number 13, C, carries -0.100; number 14, C, carries -0.096; number 15, C, carries -0.155; number 16, C, carries -0.197; number 17, H, carries 0.102; number 18, H, carries 0.096; number 19, H, carries 0.100; number 20, H, carries 0.100; number 21, H, carries 0.075; number 22, H, carries 0.094; number 23, H, carries 0.098; number 24, H, carries 0.077; number 25, C, carries -0.098; number 26, C, carries -0.086; number 27, C, carries -0.105; number 28, C, carries -0.354; number 29, C, carries -0.081; number 30, C, carries -0.090; number 31, P, carries 1.070; number 32, C, carries -0.376; number 33, C, carries -0.072; number 34, C, carries -0.082; number 35, C, carries -0.092; number 36, C, carries -0.078; number 37, C, carries -0.117; number 38, C, carries -0.321; number 39, C, carries -0.110; number 40, C, carries -0.085; number 41, C, carries -0.043; number 42, C, carries -0.177; number 43, C, carries -0.063; number 44, C, carries -0.095; number 45, C, carries -0.171; number 46, C, carries -0.257; number 47, C, carries -0.212; number 48, H, carries 0.097; number 49, H, carries 0.103; number 50, H, carries 0.109; number 51, H, carries 0.095; number 52, H, carries 0.098; number 53, H, carries 0.094; number 54, H, carries 0.099; number 55, H, carries 0.097; number 56, H, carries 0.104; number 57, H, carries 0.092; number 58, H, carries 0.108; number 59, H, carries 0.095; number 60, H, carries 0.105; number 61, H, carries 0.100; number 62, H, carries 0.093; number 63, H, carries 0.053; number 64, F, carries 0.099; number 65, C, carries -0.151; number 66, C, carries -0.148; number 67, F, carries 0.104; number 68, C, carries -0.250; number 69, F, carries 0.074; number 70, C, carries -0.584; number 71, S, carries 0.544; number 72, C, carries -0.269; number 73, F, carries 0.002; number 74, C, carries -0.163; number 75, F, carries 0.108; number 76, F, carries 0.107; number 77, B, carries -1.280; number 78, F, carries 0.204; number 79, F, carries 0.046; number 80, F, carries -0.002

C12H16CrF9O12S | ωB97M-V/def2-TZVPD

The geometry in XYZ format:
```
51
Properties=species:S:1:pos:R:3
Cr -9.32 11.54 12.38
C -10.12 9.72 8.69
C -9.68 10.38 10.06
O -9.77 9.75 11.11
O -9.34 11.57 10.22
H -9.31 9.85 7.97
H -11.02 10.20 8.31
H -10.25 8.65 8.86
O -9.83 10.69 16.31
C -9.68 10.95 15.00
O -9.94 10.17 14.04
O -9.21 12.00 14.51
H -10.13 9.79 16.44
C -5.98 11.77 11.96
O -5.79 10.99 10.76
O -7.21 11.19 12.51
C -4.68 11.97 12.80
F -3.86 12.83 12.18
F -4.81 12.54 13.98
F -3.92 10.87 12.98
C -5.11 11.53 9.58
C -6.13 12.21 8.58
H -5.55 12.40 7.68
H -6.98 11.58 8.35
H -6.69 13.05 9.00
H -4.75 10.68 9.00
H -4.24 12.12 9.88
H -6.32 12.75 11.63
C -12.78 12.26 12.33
O -13.36 11.70 13.49
O -11.40 12.15 12.30
C -13.53 11.76 11.02
F -13.98 10.49 11.19
F -14.60 12.41 10.73
F -12.76 11.85 9.93
C -13.92 12.69 14.39
C -14.91 11.92 15.33
H -15.79 11.77 14.70
H -14.55 10.93 15.62
H -15.07 12.48 16.25
H -14.58 13.46 13.99
H -13.18 13.20 15.00
H -13.00 13.33 12.36
C -7.45 15.77 12.77
F -6.33 15.13 12.90
F -8.07 15.70 13.97
F -7.32 17.04 12.50
S -8.60 14.80 11.45
O -7.96 14.54 10.20
O -8.94 13.50 12.07
O -9.75 15.71 11.38
```

**Charge**: -3
**HOMO level (spin up / spin down)**: 4.007 / 0.964 eV
**Energy**: -100985.080 eV
**Multiplicity**: 5
**HOMO-LUMO gap (spin up / spin down)**: 0.0995 / 0.2111 hartree

Löwdin atomic charges, in units of e: number 1, Cr, carries 0.778; number 2, C, carries -0.011; number 3, C, carries -0.714; number 4, O, carries -0.056; number 5, O, carries -0.077; number 6, H, carries 0.040; number 7, H, carries 0.050; number 8, H, carries 0.048; number 9, O, carries 0.078; number 10, C, carries -0.775; number 11, O, carries -0.074; number 12, O, carries -0.070; number 13, H, carries 0.089; number 14, C, carries -0.322; number 15, O, carries -0.108; number 16, O, carries -0.250; number 17, C, carries -0.577; number 18, F, carries 0.094; number 19, F, carries 0.147; number 20, F, carries 0.109; number 21, C, carries -0.223; number 22, C, carries -0.066; number 23, H, carries 0.044; number 24, H, carries 0.060; number 25, H, carries 0.042; number 26, H, carries 0.083; number 27, H, carries 0.088; number 28, H, carries 0.122; number 29, C, carries -0.408; number 30, O, carries -0.071; number 31, O, carries -0.190; number 32, C, carries -0.590; number 33, F, carries 0.108; number 34, F, carries 0.143; number 35, F, carries 0.133; number 36, C, carries -0.248; number 37, C, carries -0.101; number 38, H, carries 0.056; number 39, H, carries 0.062; number 40, H, carries 0.051; number 41, H, carries 0.099; number 42, H, carries 0.115; number 43, H, carries 0.127; number 44, C, carries -0.681; number 45, F, carries 0.148; number 46, F, carries 0.099; number 47, F, carries 0.123; number 48, S, carries 0.528; number 49, O, carries -0.322; number 50, O, carries -0.373; number 51, O, carries -0.357

C34H23F10N2O5S2SbSrTe | ωB97M-V/def2-TZVPD

The geometry in XYZ format:
```
79
Properties=species:S:1:pos:R:3
Sr 1.00 0.17 -2.92
O -2.84 1.40 -1.83
S -2.59 0.37 -2.82
O -3.69 0.07 -3.70
O -2.37 -1.01 -2.03
O -1.31 0.60 -3.53
C 0.80 3.29 0.83
C 1.51 2.76 1.89
C 2.15 1.54 1.74
C 2.07 0.89 0.51
N 1.37 1.39 -0.50
C 0.75 2.56 -0.35
C 2.74 -0.42 0.26
C 3.52 -1.05 1.22
C 4.10 -2.27 0.92
C 3.90 -2.82 -0.33
C 3.13 -2.12 -1.24
N 2.56 -0.95 -0.95
H 0.27 4.23 0.90
H 1.55 3.27 2.84
H 2.67 1.10 2.57
H 0.19 2.92 -1.21
H 3.65 -0.62 2.20
H 4.71 -2.78 1.66
H 4.33 -3.78 -0.61
H 2.94 -2.51 -2.23
S -0.99 -1.11 -1.00
Sb -2.13 0.83 1.25
C -0.79 -0.19 2.63
C -0.18 -1.40 2.29
C 0.79 -1.98 3.11
C 1.17 -1.35 4.29
C 0.57 -0.15 4.64
C -0.40 0.42 3.82
C -3.63 -0.70 1.18
C -4.59 -0.64 0.17
C -5.58 -1.61 0.08
C -5.63 -2.65 1.00
C -4.67 -2.72 2.01
C -3.68 -1.75 2.10
C -3.11 1.84 2.97
C -4.05 1.29 3.84
C -4.58 2.02 4.89
C -4.18 3.33 5.11
C -3.25 3.91 4.26
C -2.73 3.16 3.20
H -0.47 -1.90 1.37
H 1.24 -2.91 2.81
H 1.92 -1.80 4.92
H 0.85 0.34 5.57
H -0.86 1.35 4.13
H -4.54 0.14 -0.58
H -6.30 -1.57 -0.72
H -6.39 -3.41 0.93
H -4.70 -3.53 2.73
H -2.94 -1.82 2.88
H -4.38 0.27 3.68
H -5.31 1.56 5.55
H -4.59 3.90 5.93
H -2.93 4.93 4.41
H -2.01 3.63 2.53
F 4.04 2.75 -5.10
Te 3.80 2.67 -3.25
F 4.10 0.81 -3.27
F 3.99 2.64 -1.38
F 3.85 4.54 -3.19
F 5.67 2.79 -3.22
O 2.02 2.50 -3.27
F 2.52 -3.93 -3.95
C 2.49 -3.00 -4.96
C 2.06 -1.72 -4.71
C 2.09 -0.91 -5.81
F 1.67 0.39 -5.68
C 2.51 -1.28 -7.08
F 2.51 -0.44 -8.13
C 2.94 -2.59 -7.26
F 3.36 -3.00 -8.47
C 2.93 -3.46 -6.19
F 3.36 -4.73 -6.37
```

**Charge**: -2
**HOMO level**: -2.405 eV
**Energy**: -112366.654 eV
**ΔE to the lowest compared entry with this formula, charge and spin**: 83.0 kJ/mol
**HOMO-LUMO gap**: 0.2310 hartree

Löwdin atomic charges, in units of e: number 1, Sr, carries 1.305; number 2, O, carries -0.415; number 3, S, carries 0.275; number 4, O, carries -0.324; number 5, O, carries -0.777; number 6, O, carries -0.533; number 7, C, carries -0.068; number 8, C, carries -0.066; number 9, C, carries -0.018; number 10, C, carries -0.221; number 11, N, carries 0.039; number 12, C, carries -0.149; number 13, C, carries -0.202; number 14, C, carries -0.022; number 15, C, carries -0.070; number 16, C, carries -0.050; number 17, C, carries -0.101; number 18, N, carries 0.059; number 19, H, carries 0.104; number 20, H, carries 0.107; number 21, H, carries 0.099; number 22, H, carries 0.122; number 23, H, carries 0.098; number 24, H, carries 0.102; number 25, H, carries 0.102; number 26, H, carries 0.083; number 27, S, carries 0.426; number 28, Sb, carries 1.490; number 29, C, carries -0.364; number 30, C, carries -0.156; number 31, C, carries -0.105; number 32, C, carries -0.123; number 33, C, carries -0.113; number 34, C, carries -0.140; number 35, C, carries -0.386; number 36, C, carries -0.122; number 37, C, carries -0.086; number 38, C, carries -0.114; number 39, C, carries -0.109; number 40, C, carries -0.144; number 41, C, carries -0.371; number 42, C, carries -0.117; number 43, C, carries -0.110; number 44, C, carries -0.126; number 45, C, carries -0.117; number 46, C, carries -0.170; number 47, H, carries 0.028; number 48, H, carries 0.099; number 49, H, carries 0.089; number 50, H, carries 0.091; number 51, H, carries 0.083; number 52, H, carries 0.083; number 53, H, carries 0.100; number 54, H, carries 0.087; number 55, H, carries 0.089; number 56, H, carries 0.090; number 57, H, carries 0.083; number 58, H, carries 0.090; number 59, H, carries 0.086; number 60, H, carries 0.089; number 61, H, carries 0.075; number 62, F, carries -0.382; number 63, Te, carries 1.745; number 64, F, carries -0.399; number 65, F, carries -0.379; number 66, F, carries -0.391; number 67, F, carries -0.383; number 68, O, carries -0.685; number 69, F, carries 0.014; number 70, C, carries -0.268; number 71, C, carries -0.034; number 72, C, carries -0.276; number 73, F, carries -0.007; number 74, C, carries -0.159; number 75, F, carries 0.087; number 76, C, carries -0.154; number 77, F, carries 0.081; number 78, C, carries -0.163; number 79, F, carries 0.072

- What is the charge in the third record?
  -2

- Which of these has the lowest charge?
  C12H16CrF9O12S

- Among the records above, which one has the highest charge?
  C41H24BEuF9NPS2